{"formula": "C4H24N8O8", "method": "ωB97M-V/def2-TZVPD", "symbols": ["C", "O", "N", "N", "H", "H", "H", "H", "C", "O", "N", "N", "H", "H", "H", "H", "C", "O", "N", "N", "H", "H", "H", "H", "C", "O", "N", "N", "H", "H", "H", "H", "O", "H", "H", "O", "H", "H", "O", "H", "H", "O", "H", "H"], "xyz": [[-0.7495, 2.1856, 2.2094], [-1.9094, 2.1354, 1.7952], [-0.0942, 3.3737, 2.3640], [0.0460, 1.1176, 2.4903], [-0.5546, 4.2641, 2.2879], [0.8858, 3.4629, 2.5389], [0.9902, 1.2111, 2.8033], [-0.3798, 0.1937, 2.5296], [-1.0708, -2.5525, 1.8924], [-1.0716, -1.4294, 2.4052], [0.0267, -3.0494, 1.2675], [-2.1523, -3.3856, 1.7888], [0.0099, -3.9190, 0.7694], [0.8252, -2.4321, 1.1077], [-2.8852, -3.1879, 2.4538], [-2.0048, -4.3394, 1.5236], [-0.0078, -1.5927, -3.2659], [0.3544, -2.2307, -4.2721], [-0.4074, -0.3057, -3.4268], [0.1417, -2.0857, -2.0307], [-0.3952, 0.1932, -4.2905], [-0.5889, 0.1766, -2.5649], [0.3827, -3.0585, -1.9535], [-0.1880, -1.6451, -1.1780], [-1.1430, 3.3053, -1.6577], [-1.2279, 3.9388, -2.7133], [-2.1976, 2.9623, -0.9004], [0.0624, 2.7721, -1.2633], [-2.9888, 3.5770, -1.0086], [-2.0560, 2.5940, 0.0485], [0.0869, 2.2750, -0.3941], [0.9047, 2.9857, -1.7557], [3.2972, 1.3815, 0.7563], [3.4877, 2.2695, 1.0753], [3.8064, 1.3074, -0.0616], [1.7390, -1.0738, 0.2297], [2.3535, -0.3235, 0.2125], [0.8564, -0.6689, 0.2377], [2.5994, -3.8364, -0.8254], [2.2343, -2.9458, -0.7269], [2.8688, -4.0901, 0.0636], [-0.9578, 0.0133, -0.3370], [-1.7132, 0.3698, -0.8227], [-1.2155, 0.0866, 0.5984]], "forces_ev_per_a": [[0.8444, 0.4184, 0.0570], [0.4201, -0.5225, 0.4520], [0.0054, 1.0350, 0.0196], [-0.9834, -0.3590, -0.3368], [-0.4375, -0.3204, -0.2449], [0.1689, -0.4205, 0.1819], [0.1132, 0.1527, 0.1317], [0.1635, -0.0020, 0.0656], [0.6457, -0.2088, -0.9591], [-0.5665, -0.6693, 0.0035], [0.6745, 0.4216, 0.0827], [-0.3877, 0.8930, 0.8607], [-0.0387, -0.0683, -0.0683], [-0.3321, -0.3701, 0.2650], [-0.0695, -0.1761, -0.1970], [-0.0566, -0.1659, 0.0605], [1.6042, -0.4426, -3.6487], [-0.6214, 0.0817, 1.0714], [-0.6832, 0.1911, 2.0675], [-0.4229, -0.4779, 1.6551], [0.1175, -0.2901, -0.2706], [0.0355, 0.6281, -0.3248], [0.0512, -0.0038, -0.3651], [-0.1182, 0.0474, -0.7222], [1.4019, 0.3350, -2.2740], [-0.1203, -0.0951, 0.9422], [-0.8829, -0.2721, 1.1148], [-0.5937, -0.0523, 0.5773], [-0.0570, -0.1792, -0.1140], [-0.1458, 0.4128, -0.3793], [0.3965, -0.1733, 0.0463], [-0.0316, 0.1095, -0.1828], [0.1056, 0.0312, -0.2538], [-0.0055, -0.0324, 0.0026], [0.0323, 0.0797, 0.1065], [0.1238, 0.2920, 0.1472], [-0.2644, -0.2163, 0.2753], [0.2999, 0.2101, -0.2457], [-0.2576, -0.0560, 0.1642], [0.1894, 0.1695, -0.0546], [0.0696, 0.0310, -0.0665], [-0.1867, 0.0371, 0.5127], [-0.0361, 0.0485, 0.0505], [-0.1639, -0.0514, -0.2056]], "relative_energy_kj_mol": 35.7, "lumo_energy_ev": -0.36, "e_homo_ha": -0.332, "energy_ev": -32842.9956, "max_force_ev_per_a": 4.01}